The following is a quantum chemistry calculation of a molecular structure, C30H31FeIN9O5P2, from the OMol25 dataset.

Last column: Mulliken spin population.
Cartesian coordinates (Å):
Fe1 1.196 -1.743 -0.505  3.782
N1 4.265 -3.029 0.602  0.006
N2 4.088 -2.745 1.955  -0.001
C1 2.894 -2.608 2.548  0.006
N3 2.821 -2.419 3.863  0.001
N4 1.844 -2.678 1.726  0.029
N5 0.589 -2.601 2.146  -0.012
O1 0.296 -2.513 3.322  0.001
O2 -0.239 -2.634 1.244  0.022
H1 4.018 -2.229 0.015  -0.002
H2 3.707 -3.834 0.328  0.000
H3 4.945 -2.720 2.493  0.000
H4 3.645 -2.363 4.435  0.000
H5 1.890 -2.378 4.276  0.000
O3 1.120 0.026 1.064  0.033
P1 0.319 1.253 1.356  -0.018
C2 -0.270 2.054 -0.194  0.000
P2 -1.063 0.901 -1.404  0.016
O4 -0.307 -0.383 -1.471  0.041
C3 -0.967 1.850 -2.943  0.004
C4 -2.088 2.425 -3.520  -0.001
C5 -1.959 3.133 -4.701  0.000
C6 -0.723 3.254 -5.311  0.000
C7 0.395 2.668 -4.739  0.000
C8 0.276 1.979 -3.548  -0.001
C9 -2.810 0.604 -1.040  -0.004
C10 -3.598 1.323 -0.151  0.000
C11 -4.938 0.999 -0.014  0.000
C12 -5.492 -0.026 -0.766  0.000
C13 -4.709 -0.732 -1.666  0.000
C14 -3.369 -0.419 -1.802  0.002
C15 -1.160 0.956 2.361  0.001
C16 -1.990 -0.126 2.081  0.000
C17 -3.156 -0.295 2.807  0.000
C18 -3.504 0.617 3.792  0.000
C19 -2.675 1.691 4.070  0.000
C20 -1.496 1.854 3.367  0.000
C21 1.345 2.524 2.151  0.003
C22 2.516 2.116 2.775  0.000
C23 3.334 3.041 3.399  0.000
C24 2.987 4.382 3.389  0.000
C25 1.819 4.796 2.768  0.000
C26 0.996 3.870 2.152  0.000
H6 0.629 2.420 -0.701  -0.001
H7 -0.921 2.900 0.006  0.000
H8 -3.051 2.314 -3.046  0.000
H9 -2.827 3.579 -5.156  0.000
H10 -0.633 3.805 -6.235  0.000
H11 1.353 2.740 -5.231  0.000
H12 1.137 1.517 -3.082  -0.002
H13 -3.179 2.123 0.443  0.000
H14 -5.554 1.552 0.680  0.000
H15 -6.537 -0.271 -0.650  0.000
H16 -5.142 -1.520 -2.263  0.000
H17 -2.739 -0.951 -2.501  0.000
H18 -1.719 -0.836 1.309  0.006
H19 -3.799 -1.136 2.600  0.000
H20 -4.419 0.491 4.348  0.000
H21 -2.947 2.406 4.831  0.000
H22 -0.839 2.680 3.597  0.000
H23 2.768 1.066 2.759  0.000
H24 4.239 2.716 3.892  0.000
H25 3.626 5.106 3.869  0.000
H26 1.547 5.841 2.761  0.000
H27 0.081 4.199 1.682  0.000
N6 -1.150 -0.691 -4.696  0.005
C27 -0.055 -0.918 -4.424  -0.003
N7 1.183 -1.164 -4.162  0.013
C28 1.801 -1.274 -3.095  -0.006
N8 2.525 -1.443 -2.171  0.049
N9 3.001 -4.249 -2.501  -0.001
C29 1.879 -4.672 -1.919  0.003
O5 1.101 -3.909 -1.347  0.027
C30 1.639 -6.160 -1.906  0.002
I1 2.927 -6.987 -0.389  0.001
H28 3.158 -3.240 -2.526  0.001
H29 3.615 -4.854 -3.020  0.000
H30 1.892 -6.637 -2.849  0.000
H31 0.618 -6.386 -1.611  0.000

Gap between HOMO and LUMO (spin up / spin down)   8.3 / 8.3 eV
Energy relative to the best compared isomer or geometry (same formula, charge and spin)   10.09 kcal/mol
Expectation value of S²   6.007
Total charge   +1
M   842.3 u
2S+1   5
Energy   -4274.77841 a.u.
LUMO (spin up / spin down)   -2.64 / -2.68 eV